# 1
ORCA calculation (ωB97M-V with the def2-TZVPD basis set) on a molecular structure, C12H26N3O17S3.

CARTESIAN COORDINATES (ANGSTROEM)
N (0.5825, -1.2856, -0.1218)
O (0.9561, -0.1062, -0.0139)
O (1.1848, -2.1611, -0.6611)
O (-0.4643, -1.6642, 0.3394)
C (-1.3881, -2.1330, -2.2579)
C (-0.3662, -3.1898, -2.8448)
O (-1.1847, -4.3503, -3.0485)
S (-2.5767, -4.3408, -2.3335)
O (-2.3787, -4.9162, -0.9930)
O (-3.5744, -4.8789, -3.2209)
O (-2.5972, -2.6798, -2.3441)
H (-1.4528, -1.2652, -2.9144)
H (-1.2525, -1.8412, -1.2165)
H (0.3036, -3.5462, -2.0622)
H (0.3017, -2.8954, -3.6543)
C (1.0303, -0.4873, 2.9807)
C (0.8004, -1.9879, 3.3298)
O (1.9361, -2.7118, 2.9337)
S (3.1731, -1.6674, 2.4424)
O (3.0531, -1.5420, 1.0184)
O (4.4312, -1.9274, 3.1693)
O (2.3742, -0.4535, 3.2152)
H (0.5834, 0.3247, 3.5543)
H (0.9852, -0.2665, 1.9143)
H (-0.0745, -2.3966, 2.8241)
H (0.5598, -2.1650, 4.3781)
C (-0.7051, 1.3297, -1.0790)
C (-1.8669, 0.2749, -0.9946)
O (-2.2465, 0.0349, -2.3175)
S (-1.5139, 1.1353, -3.4206)
O (-2.3635, 2.3235, -3.5558)
O (-1.1817, 0.2929, -4.6114)
O (-0.2396, 1.3653, -2.4083)
H (0.1768, 1.1645, -0.4602)
H (-1.0741, 2.3508, -0.9823)
H (-2.7263, 0.7188, -0.4921)
H (-1.6818, -0.6419, -0.4348)
C (-2.8506, 3.0511, 1.0308)
C (-1.2941, 2.7460, 0.8247)
O (-0.5858, 3.6119, 0.3397)
N (-0.7216, 1.6280, 1.3196)
C (-1.5519, 0.4200, 1.5689)
H (-3.4363, 2.4573, 0.3290)
H (-2.8960, 4.1258, 0.8550)
H (-3.1404, 2.9345, 2.0750)
H (0.2860, 1.5897, 1.3786)
H (-1.9446, 0.4333, 2.5856)
H (-0.8147, -0.3829, 1.5790)
H (-2.4226, 0.2306, 0.9411)
C (3.9413, 0.6359, 0.6715)
C (3.2567, 1.9747, 0.4483)
O (3.6935, 3.0320, 0.9567)
N (2.0872, 1.9523, -0.2477)
C (1.2812, 3.1309, -0.5089)
H (4.9457, 1.0026, 0.8830)
H (4.1164, -0.0029, -0.1942)
H (3.5621, 0.0939, 1.5378)
H (1.7113, 1.0373, -0.4515)
H (0.6856, 3.1577, -1.4214)
H (1.9208, 4.0135, -0.5168)
H (0.6484, 3.3130, 0.3597)

Cartesian forces (eV/Å) of the 2 atoms listed first:
0.65 -2.10 -0.45
0.77 -2.70 0.95

The net charge is -1. The total energy is -3110.25417 Eh. The strongest force on any atom is 8.81 eV/A. Its multiplicity is 1. The gap between HOMO and LUMO is 7.2948 eV.

# 2
ORCA calculation (ωB97M-V with the def2-TZVPD basis set) on C5H5Cl2NO2S in the gas phase.

CARTESIAN COORDINATES (ANGSTROEM)
C (-0.2900, -1.2893, 0.8227)
C (0.3918, 0.8507, -1.1230)
C (0.4429, -1.7317, -0.1326)
C (-0.6783, 0.1806, 0.9556)
C (1.4075, -0.1537, -1.0900)
N (-0.4114, 1.0165, -0.1950)
O (3.0066, -1.2375, 0.6650)
O (1.9005, 0.7923, 1.4082)
S (2.4959, 0.0779, 0.3430)
Cl (1.3097, -3.1338, -0.4659)
Cl (3.9414, 1.3553, -0.5221)
H (-0.8034, -2.0223, 1.4437)
H (0.3862, 1.6392, -1.8886)
H (-1.7136, 0.2042, 0.8944)
H (-0.4311, 0.6860, 1.9606)
H (2.0393, -0.5924, -1.9906)

Cartesian forces (eV/Å) of the 2 atoms listed first:
-1.43 0.61 1.13
0.43 1.32 -1.20

The net charge is 0. The total energy is -1717.17572 Eh. The strongest force on any atom is 5.29 eV/A. Its multiplicity is 1. The gap between HOMO and LUMO is 9.4532 eV.